Below is a structure of composition C39H39IN3PTi, with properties calculated with ωB97M-V with the def2-TZVPD basis set.

The geometry in XYZ format:
```
84
Properties=species:S:1:pos:R:3
I 1.21 3.03 2.28
Ti 0.23 1.50 0.03
P -1.93 2.09 1.21
N 0.39 -0.56 1.00
N 0.74 -2.01 -0.78
N 0.30 2.71 -1.14
C 0.14 4.41 -4.45
C 1.31 -2.75 1.43
C -2.85 0.94 5.02
C 2.17 0.54 -1.75
C -4.29 0.58 -2.46
C 2.07 3.01 -4.35
C -3.53 4.14 1.86
C 0.76 -1.33 3.26
C -2.57 1.17 2.64
C -1.23 4.90 1.67
C -1.26 5.02 -2.52
C -3.11 6.48 1.79
C -3.57 -0.82 3.55
C -0.18 4.14 -3.13
C -1.73 6.24 1.67
C -0.61 6.09 -1.65
C -2.36 4.29 -1.77
C -4.00 5.46 1.94
C -4.34 1.77 -0.36
C 1.78 2.69 -3.03
C 3.54 2.60 -1.22
C -2.20 3.84 1.65
C 0.61 3.20 -2.42
C -0.85 7.34 1.60
C -2.97 1.56 -0.19
C -3.42 -0.31 4.83
C 0.50 7.18 1.58
C 1.29 -2.53 2.78
C -2.30 0.83 -1.16
C 0.80 -1.76 0.56
C -3.14 -0.09 2.45
C 0.19 4.80 1.74
C 1.23 3.84 -5.08
C -4.99 1.29 -1.48
C -2.43 1.68 3.92
C 1.03 5.88 1.69
C 0.34 -0.40 2.36
C -2.93 0.34 -2.30
C 2.78 1.83 -2.30
H -1.35 6.79 -1.28
H -2.75 1.35 6.01
H -1.96 3.83 -0.88
H -0.48 5.11 -5.00
H -3.77 -0.88 5.68
H 0.14 6.65 -2.22
H -4.92 2.31 0.38
H -0.10 5.63 -0.80
H -3.14 5.00 -1.46
H 4.09 3.43 -1.66
H 1.45 4.07 -6.11
H 2.85 3.02 -0.48
H -0.06 0.53 2.72
H 2.10 5.75 1.77
H 1.68 -3.67 1.01
H 2.96 2.60 -4.81
H -3.25 -0.50 1.45
H -1.73 5.53 -3.37
H 1.37 0.18 -2.40
H 1.17 8.03 1.52
H 1.80 0.68 -0.72
H 0.68 -1.13 4.32
H -1.24 0.59 -1.05
H -2.38 -0.21 -3.05
H -3.45 7.51 1.80
H -2.83 3.52 -2.38
H -5.05 5.66 2.10
H 1.66 -3.29 3.45
H 4.25 1.96 -0.70
H -2.00 2.66 4.08
H -1.28 8.34 1.59
H 0.94 -2.95 -1.08
H 0.05 -1.53 -1.33
H -4.02 -1.80 3.40
H 2.92 -0.25 -1.63
H -4.80 0.22 -3.34
H 3.51 1.51 -3.04
H -6.05 1.46 -1.60
H -4.25 3.34 1.96
```

Output
- multiplicity = 1
- E_LUMO (eV) = -6.49
- orbital gap (eV) = 6.8
- total charge = +2
- highest occupied orbital energy (eV) = -13.3
- energy relative to the best compared isomer or geometry (same formula, charge and spin) (kcal/mol) = 19.3

Below is a cluster of 2 separate species, C13H17NS in total, with properties calculated with ωB97M-V with the def2-TZVPD basis set.

The geometry in XYZ format:
```
32
Properties=species:S:1:pos:R:3
S 1.64 1.54 1.35
N -1.20 -2.53 0.31
C -2.11 0.72 0.78
C 0.71 -1.60 -2.39
C -1.32 3.29 0.15
C -0.71 -1.56 -0.12
C 1.65 -0.15 1.13
C -2.40 3.08 1.03
C 0.62 -0.24 -1.80
C -1.00 0.90 -0.01
C -0.30 -0.28 -0.56
C -0.62 2.19 -0.32
C -2.74 1.80 1.28
C 1.60 -2.51 -1.56
C 1.31 -1.28 2.11
H -0.24 -2.14 -2.42
H 0.01 0.33 -2.54
H 2.37 -0.44 0.37
H 2.13 -1.39 2.71
H -1.11 4.27 -0.23
H 1.04 1.44 2.59
H -2.36 -0.32 1.07
H -3.23 3.76 1.27
H 1.15 -2.61 -0.67
H 1.21 -1.53 -3.43
H 1.74 -3.61 -1.92
H 0.30 -1.09 2.58
H -0.04 2.41 -1.17
H 1.56 0.29 -1.76
H -3.58 1.69 1.90
H 1.36 -2.21 1.51
H 2.59 -2.23 -1.26
```

Output
- multiplicity = 1
- E_LUMO (alpha / beta) (eV) = -0.10 / -0.62
- orbital gap (alpha / beta) (eV) = 7.3 / 6.6
- total charge = 0
- highest occupied orbital energy (alpha / beta) (eV) = -7.4 / -7.3
- energy relative to the best compared isomer or geometry (same formula, charge and spin) (kcal/mol) = 61.8

Below is a structure of composition C3H14BeF6NO10S2, with properties calculated with ωB97M-V with the def2-TZVPD basis set.

The geometry in XYZ format:
```
37
Properties=species:S:1:pos:R:3
S -14.06 19.95 30.79
S -13.06 21.62 32.54
F -10.46 21.95 32.37
F -11.66 23.57 31.45
F -15.75 20.23 28.71
F -13.82 21.14 28.30
F -11.43 21.80 30.38
F -14.09 18.99 28.26
O -13.76 23.71 29.18
O -16.43 22.92 28.27
O -12.82 20.40 33.27
O -15.06 19.05 31.25
O -16.47 23.58 33.01
O -17.42 21.59 30.75
O -12.68 19.51 30.75
O -14.06 25.00 31.71
O -13.46 22.69 33.45
O -17.27 25.08 29.96
N -14.27 21.46 31.27
C -14.42 20.10 28.90
C -11.50 22.25 31.62
C -18.82 21.88 30.76
Be -15.58 23.30 30.73
H -16.02 24.19 33.61
H -13.63 24.95 32.58
H -16.86 22.91 33.59
H -18.97 22.61 31.56
H -13.30 24.53 29.00
H -13.41 23.08 28.55
H -17.88 25.75 30.30
H -17.34 22.63 28.25
H -19.43 21.02 31.03
H -16.89 25.47 29.17
H -19.16 22.29 29.80
H -17.33 20.85 30.14
H -16.27 23.30 27.39
H -13.87 25.89 31.40
```

Output
- multiplicity = 1
- E_LUMO (eV) = -4.96
- orbital gap (eV) = 8.2
- total charge = +1
- highest occupied orbital energy (eV) = -13.2
- energy relative to the best compared isomer or geometry (same formula, charge and spin) (kcal/mol) = 2.1

Below is a structure of composition C47H42F3O7P2PdS2Sb, with properties calculated with ωB97M-V with the def2-TZVPD basis set.

The geometry in XYZ format:
```
105
Properties=species:S:1:pos:R:3
Sb 1.06 2.11 0.92
Pd 1.34 -0.52 -0.51
S 0.87 0.33 -3.31
S 1.66 -3.18 -1.00
P -1.74 -1.96 -0.40
P -0.47 -1.95 2.41
F 6.41 -1.10 -0.02
F 2.80 4.53 6.42
F 2.69 7.02 -2.63
O 2.61 -4.24 -0.90
O -0.80 -0.97 -1.02
O 1.11 0.96 -1.93
O 1.58 -2.37 0.33
O 0.31 -3.60 -1.35
O 2.14 -2.09 -1.93
O -0.04 -0.56 2.06
C -4.01 1.10 1.00
C 0.80 3.54 3.60
C -5.17 0.47 1.43
C -1.22 -2.92 1.06
C 1.47 -2.31 4.25
C 3.05 2.79 3.27
C -2.19 -3.05 4.33
C 3.25 -0.08 1.37
C -2.45 -0.70 3.87
C 2.91 1.00 0.54
C -3.47 -5.20 -2.20
C 2.35 5.97 -1.85
C 2.85 4.53 -0.03
C 2.30 -4.82 3.44
C 2.13 2.37 -4.45
C 0.85 4.22 -1.29
C -1.79 -1.90 3.65
C 1.17 5.30 -2.10
C 3.20 5.61 -0.82
C 0.71 1.83 -4.31
C -2.85 -4.40 -1.26
C -3.73 -4.70 -3.47
C 4.43 -0.80 1.19
C 2.45 3.99 5.24
C 0.84 -2.93 3.17
C 3.42 3.34 4.49
C 1.74 2.88 2.81
C -3.13 -1.02 0.28
C -3.25 -2.99 5.23
C 5.26 -0.42 0.17
C 3.80 1.34 -0.50
C 1.26 -4.19 2.77
C -5.32 -0.90 1.29
C -3.51 -0.64 4.77
C -3.91 -1.79 5.45
C 4.98 0.64 -0.68
C 2.96 1.15 -4.86
C -3.36 -3.40 -3.80
C 2.92 -4.20 4.51
C -2.73 -2.60 -2.85
C -2.99 0.35 0.43
C -4.30 -1.65 0.71
C 2.51 -2.93 4.92
C 1.68 3.81 -0.25
C 1.14 4.10 4.82
C 2.55 0.00 -3.94
C -2.48 -3.10 -1.58
H -0.23 3.61 3.27
H 4.03 1.34 -4.78
H 3.51 4.24 0.78
H -2.13 0.18 3.34
H -3.55 -3.88 5.76
H 2.45 2.76 -3.49
H 1.15 -1.32 4.56
H 0.42 4.61 5.44
H -2.07 0.82 0.10
H 3.14 -0.05 -3.02
H -0.58 -3.75 0.74
H -2.62 -4.81 -0.28
H 2.18 3.18 -5.18
H 0.30 1.51 -5.28
H -4.02 0.29 4.94
H 3.80 2.27 2.68
H 4.67 -1.65 1.81
H 0.00 2.48 -3.81
H -3.90 2.17 1.11
H 4.12 6.17 -0.66
H -4.73 -1.74 6.15
H -4.21 -5.32 -4.21
H 3.55 2.15 -1.16
H -2.15 -3.32 1.46
H 4.43 3.27 4.87
H -4.43 -2.72 0.58
H -3.75 -6.22 -1.95
H 0.82 -4.68 1.91
H 2.58 -0.36 2.17
H -6.22 -1.39 1.62
H 2.75 0.89 -5.90
H 2.57 -0.99 -4.39
H 3.74 -4.69 5.03
H -0.08 3.68 -1.48
H 3.00 -2.44 5.75
H -2.43 -1.59 -3.10
H 5.67 0.89 -1.47
H 0.53 5.63 -2.91
H -3.55 -3.02 -4.79
H -5.97 1.05 1.88
H 2.63 -5.80 3.11
H -1.67 -3.99 4.18
```

Output
- multiplicity = 1
- E_LUMO (alpha / beta) (eV) = -0.71 / -0.85
- orbital gap (alpha / beta) (eV) = 7.3 / 7.2
- total charge = 0
- highest occupied orbital energy (alpha / beta) (eV) = -8.0 / -8.0
- energy relative to the best compared isomer or geometry (same formula, charge and spin) (kcal/mol) = 11.9